[1]
Here is a molecular structure, C24H24MnN4O4S3 from the Open Molecules 2025 dataset. Energies are from the ωB97M-V functional and the def2-TZVPD basis.

E: -103258.17638 eV
Energy relative to the best compared isomer or geometry (same formula, charge and spin): 20.2 kJ/mol
F_max: 0.2 eV Å⁻¹
LUMO energy (alpha / beta): -0.075 / -0.129 eV
Multiplicity: 6
Frontier orbital gap (alpha / beta): 0.28844 / 0.31035 Ha
HOMO (alpha / beta): -7.924 / -8.574 eV

The geometry in XYZ format:
```
60
C24H24MnN4O4S3, DFT the ωB97M-V functional and the def2-TZVPD basis
Mn 0.12689 -0.03528 -0.78599
O -4.00250 0.73372 -0.31721
C -2.87741 0.28834 -0.41498
N -1.68273 0.89244 -0.14132
C -1.62737 2.09177 0.50685
O -2.52023 2.74139 1.00774
C -0.20496 2.63884 0.58607
C 0.01425 3.86529 1.19940
C 1.29919 4.37572 1.23109
C 2.32914 3.65403 0.64425
C 2.03124 2.43498 0.06464
N 0.79556 1.93232 0.04655
C -2.70101 -1.13179 -0.94455
C -3.82151 -1.87423 -1.28670
C -3.64152 -3.16493 -1.75521
C -2.35622 -3.67396 -1.86742
C -1.29063 -2.86839 -1.50400
N -1.46501 -1.62733 -1.05349
H -0.83527 4.38153 1.62362
H 1.49785 5.33074 1.70038
H 3.34436 4.02539 0.63504
H 2.79890 1.82517 -0.39820
H -4.79557 -1.42045 -1.17471
H -4.49420 -3.77128 -2.03257
H -2.17939 -4.67630 -2.23139
H -0.26158 -3.20338 -1.57118
O 2.13111 -1.95143 -3.77220
C 1.52105 -1.16369 -3.06885
O 1.60599 -1.02926 -1.79619
C 0.52041 -0.21810 -3.74902
C 0.36519 -0.21773 -5.12731
C -0.56324 0.64161 -5.68871
C -1.30858 1.46735 -4.85888
C -1.09255 1.40371 -3.49372
N -0.19313 0.58369 -2.95254
H 0.97136 -0.89354 -5.71317
H -0.71016 0.66832 -6.76076
H -2.04826 2.14736 -5.25768
H -1.65526 2.01901 -2.80042
C 3.39976 -1.30672 2.48775
C 2.43149 -2.38627 2.02557
S 0.88693 -1.82038 1.24870
C -0.40424 -2.16034 2.46297
C -0.46721 -1.30000 3.71712
S -0.76527 0.46103 3.38514
C 0.70294 1.27875 4.05556
C 2.01768 1.02176 3.32618
S 2.92245 -0.41502 3.98824
H 3.59805 -0.59508 1.68512
H 4.35393 -1.78296 2.72124
H 2.16265 -3.03758 2.85861
H 2.92606 -3.00277 1.27278
H -0.33853 -3.21328 2.74698
H -1.32470 -2.05015 1.88313
H 0.43939 -1.40444 4.30857
H -1.29932 -1.66558 4.32338
H 0.79958 1.07578 5.12395
H 0.44868 2.33764 3.96396
H 2.66071 1.89914 3.41661
H 1.82475 0.84483 2.27120
```

=====

[2]
Here is C24H24N2O4S in the gas phase in a non-equilibrium geometry from the Open Molecules 2025 dataset. Energies are from the ωB97M-V functional and the def2-TZVPD basis.

E: -47281.32322 eV
Energy relative to the best compared isomer or geometry (same formula, charge and spin): 337.1 kJ/mol
F_max: 1.5 eV Å⁻¹
Structure (SMILES): COc1ccc([C@@H]2CC(c3ccccc3)=NN2S(=O)(=O)c2ccc(C)cc2)c(OC)c1
LUMO energy: 0.640 eV
Frontier orbital gap: 0.31693 Ha
HOMO: -7.984 eV

The geometry in XYZ format:
```
55
C24H24N2O4S, DFT the ωB97M-V functional and the def2-TZVPD basis
C 3.52263 -2.30472 -6.21998
O 2.23921 -2.02703 -5.71410
C 2.10049 -1.83349 -4.37299
C 3.12483 -1.92390 -3.44204
C 2.84339 -1.69546 -2.10474
C 1.56887 -1.39534 -1.66579
C 1.30530 -1.09938 -0.21863
C 0.24325 -1.97753 0.47007
C -0.68793 -0.92708 1.04249
C -1.83568 -1.19072 1.87971
C -2.24974 -2.49431 2.15817
C -3.34240 -2.72049 2.97433
C -4.03648 -1.65621 3.52521
C -3.63219 -0.35677 3.25477
C -2.54326 -0.12263 2.44120
N -0.35013 0.26434 0.70587
N 0.73047 0.25237 -0.09434
S 1.74394 1.60649 0.00516
O 3.02016 1.14070 0.47327
O 1.70985 2.29590 -1.24833
C 0.90486 2.55182 1.26285
C -0.06884 3.45595 0.89268
C -0.77904 4.11940 1.87774
C -0.52305 3.87596 3.22331
C -1.28719 4.59543 4.29154
C 0.47029 2.96334 3.56838
C 1.18569 2.29756 2.59030
C 0.53215 -1.30336 -2.61172
O -0.70412 -1.00803 -2.12841
C -1.73657 -0.72509 -3.03969
C 0.80742 -1.52349 -3.94992
H 3.91905 -3.24264 -5.81773
H 3.40014 -2.39928 -7.29793
H 4.22309 -1.49185 -6.00492
H 4.13551 -2.15383 -3.73610
H 3.64533 -1.74377 -1.38348
H 2.25729 -1.10639 0.32662
H 0.66534 -2.61576 1.24692
H -0.28114 -2.59888 -0.25640
H -1.71810 -3.33112 1.73081
H -3.65534 -3.73349 3.18238
H -4.88906 -1.83764 4.16287
H -4.17213 0.47482 3.68405
H -2.21176 0.88069 2.22243
H -0.25245 3.62172 -0.15638
H -1.54560 4.82843 1.60112
H -2.21597 5.00235 3.90063
H -0.69145 5.42104 4.68116
H -1.51274 3.92774 5.11998
H 0.67689 2.77153 4.61109
H 1.95985 1.58783 2.83558
H -1.46276 0.09377 -3.71101
H -2.58830 -0.42551 -2.43037
H -2.00618 -1.60744 -3.63034
H 0.04429 -1.45652 -4.70733
```

=====

[3]
Here is a molecular structure, C24H24N3O6PSTi in a non-equilibrium geometry from the Open Molecules 2025 dataset. Energies are from the ωB97M-V functional and the def2-TZVPD basis.

E: -85263.08623 eV
Energy relative to the best compared isomer or geometry (same formula, charge and spin): 65.3 kJ/mol
F_max: 5.8 eV Å⁻¹
LUMO energy (alpha / beta): -2.924 / -6.819 eV
Total charge: +1
Multiplicity: 2
Frontier orbital gap (alpha / beta): 0.33989 / 0.20195 Ha
HOMO (alpha / beta): -12.173 / -12.314 eV

The geometry in XYZ format:
```
60
C24H24N3O6PSTi, DFT the ωB97M-V functional and the def2-TZVPD basis
Ti -3.09336 1.76884 0.27996
O -2.55640 0.97887 1.95270
S -1.84058 -0.39160 1.92920
O -2.62292 -1.47370 2.45602
O -1.35789 -0.56238 0.54787
C -0.34537 -0.28268 2.89164
C -0.26465 -1.31788 3.85055
C 0.89587 -1.43281 4.63183
C 1.96633 -0.55137 4.42810
C 1.87466 0.39356 3.39645
C 0.82188 0.39936 2.46475
P 0.89377 1.33036 0.86049
C 1.86925 0.19073 -0.13524
C 2.24030 -1.10651 0.22708
C 2.78327 -1.98077 -0.71266
C 2.93928 -1.54957 -2.01380
C 2.62812 -0.26332 -2.38989
C 2.15252 0.66546 -1.43976
C 2.27273 2.46755 1.26320
C 3.65728 2.15955 1.20057
C 4.62222 3.12488 1.62860
C 4.19755 4.31692 2.23615
C 2.82696 4.55254 2.42144
C 1.86400 3.69065 1.92827
H -1.09124 -2.04295 4.02057
H 0.96199 -2.21939 5.38986
H 2.85091 -0.59478 5.06371
H 2.60911 1.16806 3.34031
H 2.12671 -1.44591 1.23529
H 2.96492 -3.02259 -0.46950
H 3.31165 -2.27972 -2.77136
H 2.91184 0.07024 -3.37335
H 1.92894 1.70443 -1.74532
H 4.03443 1.21191 0.86380
H 5.68592 2.91836 1.54699
H 4.93736 5.05985 2.50182
H 2.47092 5.45267 2.89481
H 0.79557 3.91123 1.94162
O -0.06754 2.31972 -1.93387
N -1.10366 2.11933 -1.42599
O -1.56313 3.05443 -0.31232
O -4.14360 2.89325 0.57228
N -4.24230 0.58605 -0.90106
C -4.33453 -0.46148 -1.50385
N -4.39196 -1.47100 -2.30933
C -4.11702 -1.20766 -3.75435
C -2.65311 -1.43404 -4.09390
C -2.05897 -2.76093 -3.62634
C -2.43507 -3.00403 -2.13272
C -3.91092 -2.72505 -1.72843
H -4.37165 -0.14751 -3.91460
H -4.77072 -1.86883 -4.31832
H -2.13278 -0.56870 -3.64741
H -2.57866 -1.27680 -5.15895
H -0.96673 -2.86792 -3.81907
H -2.47436 -3.57941 -4.26719
H -1.75079 -2.46284 -1.49669
H -2.19951 -4.06063 -1.89930
H -4.08727 -2.57943 -0.63759
H -4.56954 -3.51460 -2.03373
```

=====

[4]
Here is a molecular structure, C24H24N9NiO3S in a non-equilibrium geometry from the Open Molecules 2025 dataset. Energies are from the ωB97M-V functional and the def2-TZVPD basis.

E: -96705.55617 eV
Energy relative to the best compared isomer or geometry (same formula, charge and spin): 335.6 kJ/mol
F_max: 3.8 eV Å⁻¹
LUMO energy (alpha / beta): 1.892 / 1.882 eV
Total charge: -1
Multiplicity: 3
Frontier orbital gap (alpha / beta): 0.11288 / 0.17659 Ha
HOMO (alpha / beta): -1.180 / -2.923 eV

The geometry in XYZ format:
```
62
C24H24N9NiO3S, DFT the ωB97M-V functional and the def2-TZVPD basis
Ni -14.71433 0.18850 4.84131
N -17.67756 1.97596 1.70551
C -16.45346 2.26422 2.20367
S -16.09544 3.91575 2.59136
N -15.66105 1.20424 2.45681
N -14.72961 1.36401 3.36935
C -13.65700 2.13519 3.17962
C -12.72728 2.18297 4.23621
C -11.47940 2.84148 4.12476
C -10.69408 2.87605 5.27041
C -11.15558 2.25178 6.45242
C -12.33234 1.59909 6.45354
N -13.10041 1.47788 5.34253
H -18.17968 2.77198 1.32808
H -18.03580 1.02569 1.58347
H -13.58662 2.84144 2.29459
H -11.19642 3.33187 3.20847
H -9.65644 3.31912 5.32378
H -10.58458 2.26681 7.35223
H -12.74335 1.15040 7.37277
C -20.61235 -2.76852 1.99390
N -19.95041 -2.13438 3.13932
C -19.98406 -2.70222 4.39818
C -18.94241 -2.56818 5.28066
C -17.98843 -1.55281 4.87403
O -16.95284 -1.43814 5.70842
N -17.99644 -0.87792 3.78378
C -18.85907 -1.27088 2.75831
O -18.77248 -0.82460 1.61853
H -20.62903 -2.01001 1.20046
H -21.57968 -3.19101 2.28662
H -19.96264 -3.55079 1.62758
H -20.90302 -3.32702 4.53272
H -18.88436 -3.06859 6.23582
C -16.34528 -0.21092 5.67357
C -16.56136 0.85545 6.31912
C -16.89081 1.88420 7.18796
C -16.48343 3.22536 6.83793
C -16.50580 4.24423 7.76547
C -16.90384 3.98954 9.03643
C -17.48633 2.75126 9.35648
C -17.49708 1.67931 8.43680
H -16.27657 3.41741 5.77016
H -16.17728 5.24071 7.43552
H -16.82430 4.78703 9.80061
H -17.89121 2.61373 10.35996
H -17.97215 0.75348 8.71888
C -12.90463 -4.89026 4.23432
N -13.22435 -3.58409 4.87611
C -12.63453 -3.24355 6.20086
C -13.47223 -1.91655 6.48298
O -13.70688 -1.44672 7.58750
N -13.98786 -1.46758 5.22976
C -13.84372 -2.47066 4.36797
N -14.43401 -2.51579 3.13419
H -13.40949 -5.73048 4.72015
H -11.83402 -5.04247 4.30252
H -13.22355 -4.83247 3.14794
H -11.58788 -2.86265 6.16575
H -12.77275 -4.01180 6.92702
H -15.00802 -1.73671 2.88541
H -14.27631 -3.28720 2.50046
```